{"formula": "C49H68Cl6GeN2SSbScSi3", "method": "ωB97M-V with the def2-TZVPD basis set", "symbols": ["Sc", "C", "C", "N", "C", "C", "S", "C", "C", "N", "H", "H", "H", "H", "H", "H", "H", "H", "H", "H", "H", "H", "H", "H", "Cl", "C", "C", "C", "Cl", "C", "Cl", "C", "Cl", "C", "Cl", "C", "Si", "C", "C", "Ge", "Si", "C", "C", "C", "Si", "C", "C", "C", "H", "H", "H", "H", "H", "H", "H", "H", "H", "H", "H", "H", "H", "H", "H", "H", "H", "H", "H", "H", "H", "H", "H", "H", "H", "H", "H", "C", "C", "C", "C", "C", "C", "C", "Sb", "C", "C", "C", "C", "C", "C", "C", "C", "C", "C", "C", "C", "C", "C", "H", "H", "H", "H", "H", "H", "H", "H", "H", "H", "H", "H", "H", "H", "H", "H", "H", "H", "H", "H", "H", "Cl", "C", "C", "C", "C", "C", "C", "C", "H", "H", "H", "H", "H", "H"], "positions_angstrom": [[1.6212, -0.7388, -0.6193], [4.3323, -1.4840, 1.5301], [4.3756, -0.0504, 0.9952], [3.0421, 0.5667, 1.0221], [2.5660, 0.9433, 2.3614], [1.7458, -0.1293, 3.0744], [0.5472, -0.9595, 1.9634], [0.9943, -2.7160, 2.2073], [2.4890, -3.0269, 2.0584], [3.1459, -2.2033, 1.0364], [5.2565, -1.9936, 1.2370], [4.3165, -1.4498, 2.6216], [5.1027, 0.5139, 1.5961], [4.7253, -0.0576, -0.0437], [3.1306, 1.4378, 0.4957], [3.3990, 1.2155, 3.0266], [1.9230, 1.8208, 2.2547], [2.3604, -0.9037, 3.5203], [1.1601, 0.3437, 3.8643], [0.6438, -3.0218, 3.1955], [0.4142, -3.2369, 1.4484], [2.9753, -2.8822, 3.0275], [2.5746, -4.0934, 1.8327], [3.4747, -2.8075, 0.2839], [3.4766, 1.6365, -1.9843], [1.7977, 2.0323, -2.1494], [0.9234, 1.2561, -1.3867], [-0.4181, 1.5959, -1.5699], [-1.5393, 0.7585, -0.5677], [-0.8720, 2.5229, -2.4998], [-2.5429, 2.7296, -2.8101], [0.0576, 3.2655, -3.2274], [-0.4737, 4.4115, -4.3824], [1.4200, 3.0475, -3.0198], [2.5796, 3.9970, -3.8628], [1.2868, -5.2957, -0.8323], [-0.4782, -4.6508, -1.2414], [-1.5508, -4.9609, 0.3216], [-1.1072, -5.7355, -2.6832], [-0.6519, -2.2187, -1.7817], [-3.1324, -1.9163, -1.5743], [-3.7036, -0.4458, -2.6549], [-3.7587, -1.7106, 0.2240], [-4.0048, -3.4623, -2.3043], [-0.2929, -2.0437, -4.2482], [-1.8925, -2.5108, -5.1885], [0.1393, -0.2386, -4.7157], [1.0533, -3.2541, -4.8963], [1.2356, -6.1961, -0.2290], [1.8759, -4.5637, -0.2880], [1.8281, -5.5497, -1.7384], [-1.3045, -5.9038, 0.8000], [-2.6030, -4.9983, 0.0646], [-1.4401, -4.1759, 1.0651], [-1.2287, -6.7668, -2.3657], [-0.4176, -5.7303, -3.5206], [-2.0668, -5.3923, -3.0498], [-4.1608, 0.3269, -2.0512], [-4.4434, -0.7605, -3.3812], [-2.8803, 0.0036, -3.1961], [-4.8352, -1.8584, 0.2546], [-3.3116, -2.4322, 0.9005], [-3.5623, -0.7224, 0.6275], [-3.7205, -3.6293, -3.3376], [-5.0803, -3.3083, -2.2886], [-3.7992, -4.3686, -1.7464], [-2.7511, -1.9418, -4.8522], [-2.1183, -3.5663, -5.0759], [-1.7660, -2.3200, -6.2500], [-0.7228, 0.4096, -4.5939], [0.4462, -0.1699, -5.7537], [0.9400, 0.1753, -4.1080], [1.2026, -4.0937, -4.2246], [2.0145, -2.7742, -5.0448], [0.7506, -3.6635, -5.8537], [-2.4398, 5.6191, 3.0344], [-1.5092, 5.0110, 4.0358], [-1.2155, 5.7270, 5.1908], [-0.3959, 5.2122, 6.1778], [0.1612, 3.9570, 6.0163], [-0.0996, 3.2487, 4.8561], [-0.9313, 3.7561, 3.8663], [-1.2420, 2.4327, 2.1557], [-3.2503, 1.8177, 2.7564], [-4.4112, 2.3387, 2.2151], [-5.6562, 1.8220, 2.5334], [-5.7485, 0.7450, 3.3917], [-4.5976, 0.2453, 3.9705], [-3.3484, 0.7781, 3.6829], [-2.1573, 0.2651, 4.4313], [-1.3051, 3.9515, 0.5864], [-2.4435, 4.3132, -0.1097], [-2.4085, 5.2788, -1.1018], [-1.2129, 5.8920, -1.4196], [-0.0593, 5.5083, -0.7587], [-0.0891, 4.5368, 0.2321], [1.1915, 4.0927, 0.8679], [-2.9593, 6.4639, 3.4774], [-3.1775, 4.8885, 2.7048], [-1.8946, 5.9763, 2.1632], [-1.6480, 6.7072, 5.3264], [-0.2017, 5.7815, 7.0727], [0.7910, 3.5355, 6.7851], [0.3494, 2.2691, 4.7252], [-4.3672, 3.1818, 1.5426], [-6.5467, 2.2597, 2.1066], [-6.7084, 0.3125, 3.6288], [-4.6675, -0.5761, 4.6691], [-2.4173, -0.6184, 5.0065], [-1.8159, 1.0314, 5.1252], [-1.3405, 0.0191, 3.7563], [-3.3834, 3.8286, 0.0972], [-3.3106, 5.5401, -1.6349], [-1.1730, 6.6490, -2.1877], [0.8814, 5.9725, -1.0208], [2.0314, 4.6671, 0.4867], [1.3512, 3.0390, 0.6226], [1.1515, 4.2059, 1.9510], [8.6277, -2.2537, -1.5076], [6.9216, -2.2533, -1.7614], [6.1459, -3.2908, -1.2607], [4.7761, -3.2588, -1.4252], [4.1333, -2.1852, -2.0713], [2.6782, -2.1123, -2.1947], [4.9627, -1.2076, -2.6479], [6.3300, -1.2278, -2.4863], [6.6185, -4.1229, -0.7633], [4.1939, -4.1094, -1.0949], [2.2544, -3.1194, -2.2232], [2.4079, -1.5769, -3.1103], [4.5194, -0.4327, -3.2561], [6.9426, -0.4586, -2.9290]], "forces_ev_per_angstrom": [[1.347, -0.069, 1.334], [0.155, 0.506, -0.053], [0.245, -0.438, 0.035], [0.048, 0.394, -0.556], [-0.315, -0.061, 0.217], [-0.262, -0.043, -0.343], [0.033, -0.295, -0.149], [0.122, 0.315, 0.090], [-0.369, -0.006, 0.227], [-0.037, -0.246, -0.493], [-0.096, 0.036, 0.051], [-0.068, -0.088, -0.064], [-0.093, 0.044, -0.158], [-0.061, 0.016, 0.118], [-0.082, -0.164, 0.087], [-0.041, 0.033, -0.200], [0.136, -0.098, -0.031], [0.037, -0.039, 0.049], [0.061, -0.060, 0.001], [-0.066, -0.091, -0.140], [-0.089, -0.072, -0.013], [0.021, -0.027, -0.168], [0.081, 0.051, -0.017], [-0.090, 0.074, 0.148], [0.480, 0.034, -0.048], [-0.383, -0.181, 0.252], [-0.197, 0.454, -0.808], [0.568, -0.106, 0.012], [-0.568, -0.252, -0.011], [-0.061, 0.123, -0.065], [-0.096, -0.208, -0.220], [0.023, -0.125, 0.030], [0.081, -0.029, -0.033], [-0.043, 0.101, -0.075], [0.001, -0.117, 0.086], [-0.573, 0.456, -0.222], [0.335, -0.625, 0.630], [0.292, 0.272, -0.594], [0.084, 0.721, 0.297], [-1.456, -1.293, -0.934], [-0.453, 0.009, 0.001], [0.236, -0.582, 0.336], [0.437, -0.054, -0.607], [0.575, 0.407, 0.289], [0.352, 0.330, -0.778], [0.386, 0.093, 0.737], [-0.114, -0.629, 0.345], [-0.430, 0.423, 0.432], [-0.149, -0.200, 0.140], [0.121, 0.143, 0.109], [0.120, 0.036, -0.210], [0.151, -0.221, -0.014], [-0.252, 0.025, -0.083], [0.024, 0.121, 0.092], [0.042, -0.158, 0.254], [0.199, 0.055, -0.123], [-0.243, 0.058, -0.076], [-0.041, 0.209, 0.229], [-0.176, -0.229, -0.181], [0.156, 0.097, -0.113], [-0.194, -0.036, -0.103], [0.092, -0.189, 0.087], [0.055, 0.241, 0.069], [0.073, -0.016, -0.190], [-0.187, 0.177, 0.080], [0.040, -0.185, 0.121], [-0.187, 0.131, 0.073], [-0.031, -0.223, 0.048], [0.229, 0.113, -0.180], [-0.257, 0.101, 0.076], [0.064, -0.109, -0.273], [0.159, 0.009, 0.114], [0.059, -0.138, 0.140], [0.154, 0.145, 0.083], [-0.233, -0.021, -0.233], [-0.018, 0.041, 0.024], [-0.046, 0.199, 0.122], [0.014, 0.040, 0.088], [0.031, -0.078, 0.012], [0.086, -0.013, 0.084], [0.111, -0.099, -0.014], [-0.006, -0.449, -0.557], [0.143, 0.535, 0.800], [0.517, 0.296, -0.493], [-0.193, 0.233, -0.248], [-0.148, 0.041, -0.099], [-0.055, 0.037, 0.027], [-0.032, -0.076, 0.049], [0.030, -0.155, 0.061], [-0.035, 0.024, 0.037], [-0.281, -0.527, 0.318], [-0.228, 0.055, 0.043], [-0.028, 0.212, 0.057], [-0.082, 0.062, 0.038], [0.043, 0.071, 0.043], [0.170, 0.036, 0.001], [0.062, 0.019, -0.014], [-0.113, 0.064, -0.006], [-0.059, 0.040, -0.082], [-0.040, 0.023, -0.111], [-0.092, 0.111, -0.004], [0.029, 0.092, 0.107], [0.080, -0.045, 0.066], [0.024, -0.033, 0.025], [-0.040, 0.006, -0.036], [-0.061, 0.026, -0.058], [-0.094, -0.036, 0.034], [0.009, -0.075, 0.099], [0.025, -0.118, 0.055], [0.146, 0.030, 0.106], [0.145, -0.075, -0.019], [-0.108, -0.010, 0.000], [-0.087, 0.019, -0.019], [0.008, 0.074, -0.059], [0.131, 0.010, -0.009], [0.122, 0.045, 0.012], [0.111, -0.005, 0.067], [0.110, -0.024, 0.135], [0.242, -0.026, 0.014], [-0.243, -0.056, 0.046], [0.328, 0.203, -0.052], [-0.293, 0.391, -0.239], [0.772, -0.118, -0.196], [-0.726, 0.517, 0.490], [-0.299, -0.211, 0.158], [0.244, -0.131, 0.139], [0.090, -0.089, 0.058], [-0.121, -0.115, 0.065], [-0.174, 0.166, -0.003], [-0.086, -0.070, -0.064], [-0.030, 0.020, -0.008], [0.111, 0.065, -0.047]], "homo_ev": [-10.10, -10.07], "charge": 1, "multiplicity": 2, "orbital_gap_ev": [7.49, 4.96], "lumo_ev": [-2.6115, -5.1066]}